17
Properties=species:S:1:pos:R:3:mulliken_charge:R:1 method="wB97M-V/def2-TZVPD" lumo_energy_ev=0.6 homo_lumo_gap_ev=11.669 e_tot_ev=-13484.729 multiplicity=1 de_lowest_kcal_mol=13.3
O 0.910 2.265 1.618 -0.49
C 0.222 2.526 0.677 0.14
O -0.403 1.621 -0.070 -0.38
H -0.117 3.561 0.531 0.37
H -0.278 1.800 -1.011 0.36
H 0.451 -1.705 -0.977 0.35
H -0.142 -2.130 -2.319 0.30
O 0.361 -1.433 -1.899 -0.68
H -0.103 -1.878 1.456 0.42
H -0.175 -3.397 1.162 0.32
O -0.474 -2.543 0.836 -0.68
H 0.978 0.118 1.993 0.36
H 0.339 -0.306 3.340 0.32
O 0.769 -0.642 2.539 -0.74
H -0.175 0.349 -2.393 0.44
H -1.505 0.676 -2.759 0.30
O -0.660 1.116 -2.725 -0.71